--- w ---
The following is a DFT calculation (the ωB97M-V functional and the def2-TZVPD basis) of a 4-piece molecular cluster, CH10NO3 overall.

The geometry in ORCA input format:
```
! RIJCOSX wB97M-V def2-TZVPD def2/J DEFGRID3
* xyz 1 1
C -1.063 0.215 -1.677
N 0.143 0.676 -1.605
H -1.195 -0.509 -2.507
H -1.929 0.519 -1.051
H 0.839 0.373 -0.855
H 0.683 0.949 -2.445
H -0.536 -2.675 1.493
H -1.436 -2.433 0.230
O -0.560 -2.262 0.602
H -0.263 2.079 2.213
H -0.602 0.784 1.697
O -0.714 1.713 1.447
H 2.017 0.482 1.534
H 2.706 -0.167 0.312
O 1.912 0.259 0.611
*
```

## Properties
- Orbital gap: 8.7 eV

Want to see where the charge sits? The Mulliken charges in e are:
1 C -0.12
2 N -0.13
3 H 0.29
4 H 0.33
5 H 0.31
6 H 0.35
7 H 0.32
8 H 0.32
9 O -0.62
10 H 0.31
11 H 0.30
12 O -0.62
13 H 0.30
14 H 0.28
15 O -0.62

***

--- x ---
The following is a DFT calculation (the ωB97M-V functional and the def2-TZVPD basis) of a 4-piece molecular cluster, CH10NO3 overall.

The geometry in ORCA input format:
```
! RIJCOSX wB97M-V def2-TZVPD def2/J DEFGRID3
* xyz 1 1
C -0.373 -1.835 -1.467
N -0.288 -0.661 -0.962
H 0.554 -2.441 -1.580
H -1.279 -2.066 -1.957
H -0.721 -0.409 -0.091
H 0.675 -0.295 -1.224
H 0.765 3.448 2.738
H 0.975 2.800 4.188
O 1.012 2.635 3.222
H -2.415 -0.505 1.279
H -3.517 -1.602 0.967
O -2.632 -1.308 0.720
H 2.120 1.251 -2.478
H 3.018 0.483 -1.468
O 2.105 0.506 -1.888
*
```

## Properties
- Orbital gap: 8.0 eV

Want to see where the charge sits? The Mulliken charges in e are:
1 C -0.10
2 N -0.09
3 H 0.27
4 H 0.30
5 H 0.32
6 H 0.33
7 H 0.33
8 H 0.34
9 O -0.67
10 H 0.32
11 H 0.32
12 O -0.65
13 H 0.32
14 H 0.34
15 O -0.69

***

What is the stability order? It is x, w, from most stable to least stable.

***

--- w ---
The following is a DFT calculation (the ωB97M-V functional and the def2-TZVPD basis) of a single C20H27N3O6S molecule.

The geometry in ORCA input format:
```
! RIJCOSX wB97M-V def2-TZVPD def2/J DEFGRID3
* xyz 0 1
C -4.042 -3.531 -0.759
O -2.975 -2.685 -1.135
C -3.149 -1.326 -1.128
C -2.345 -0.622 -2.014
C -2.356 0.759 -2.058
C -3.213 1.471 -1.235
C -3.148 2.971 -1.157
C -2.358 3.362 0.109
N -1.137 2.596 0.201
C -1.100 1.434 0.905
O -1.929 1.159 1.758
C 0.047 0.574 0.563
C 1.215 0.915 -0.099
C 1.974 -0.254 -0.223
S 3.561 -0.375 -0.980
O 3.571 0.380 -2.199
O 3.927 -1.765 -1.036
N 4.479 0.480 0.142
C 5.610 1.212 -0.396
C 6.813 0.285 -0.586
O 7.143 -0.363 0.624
C 6.065 -1.148 1.089
C 4.819 -0.286 1.324
C 1.252 -1.271 0.359
N 0.100 -0.767 0.840
C -0.915 -1.566 1.476
C -4.036 0.773 -0.361
C -4.000 -0.610 -0.265
O -4.724 -1.314 0.659
C -5.358 -0.596 1.691
H -4.162 -3.576 0.325
H -3.775 -4.518 -1.138
H -4.983 -3.211 -1.211
H -1.683 -1.190 -2.650
H -1.696 1.274 -2.739
H -2.643 3.368 -2.039
H -4.145 3.409 -1.101
H -2.939 3.126 1.003
H -2.120 4.428 0.103
H -0.497 2.688 -0.572
H 1.528 1.881 -0.438
H 5.294 1.635 -1.349
H 5.858 2.013 0.307
H 7.700 0.847 -0.882
H 6.569 -0.460 -1.359
H 6.402 -1.605 2.020
H 5.821 -1.928 0.355
H 3.962 -0.915 1.567
H 4.998 0.421 2.141
H 1.501 -2.311 0.436
H -1.676 -0.908 1.888
H -1.370 -2.241 0.749
H -0.471 -2.156 2.278
H -4.685 1.337 0.289
H -4.651 0.064 2.203
H -5.724 -1.349 2.387
H -6.205 -0.012 1.317
*
```

## Properties
- Orbital gap: 8.9 eV
- SMILES string: COc1ccc(CCNC(=O)c2cc(S(=O)(=O)N3CCOCC3)cn2C)cc1OC

Want to see where the charge sits? The Mulliken charges in e are:
1 C -0.80
2 O -0.46
3 C 0.25
4 C -0.68
5 C -0.45
6 C 0.07
7 C -1.24
8 C -0.85
9 N -0.10
10 C 0.18
11 O -0.70
12 C 0.36
13 C -0.64
14 C -0.13
15 S 1.49
16 O -0.73
17 O -0.69
18 N 0.01
19 C -0.73
20 C -0.43
21 O -0.42
22 C -0.54
23 C -0.63
24 C -0.69
25 N 0.22
26 C -1.14
27 C -0.24
28 C 1.08
29 O -0.45
30 C -0.94
31 H 0.24
32 H 0.31
33 H 0.32
34 H 0.46
35 H 0.39
36 H 0.35
37 H 0.36
38 H 0.44
39 H 0.39
40 H 0.27
41 H 0.52
42 H 0.44
43 H 0.33
44 H 0.38
45 H 0.31
46 H 0.38
47 H 0.33
48 H 0.27
49 H 0.40
50 H 0.60
51 H 0.31
52 H 0.36
53 H 0.43
54 H 0.47
55 H 0.35
56 H 0.29
57 H 0.32

***

--- x ---
The following is a DFT calculation (the ωB97M-V functional and the def2-TZVPD basis) of a single C20H27N3O6S molecule.

The geometry in ORCA input format:
```
! RIJCOSX wB97M-V def2-TZVPD def2/J DEFGRID3
* xyz 0 1
C 2.683 4.466 0.312
C 2.402 3.181 -0.443
O 3.450 2.247 -0.135
C 3.361 1.042 -0.675
O 2.466 0.698 -1.409
C 4.554 0.171 -0.299
C 4.800 0.163 1.224
C 4.411 -1.185 1.827
C 3.084 -1.671 1.255
N 3.193 -1.853 -0.184
C 2.226 -2.372 -0.973
O 2.398 -2.547 -2.167
C 0.892 -2.727 -0.331
C -0.211 -1.974 -1.090
N -0.114 -0.534 -1.003
S -0.488 0.159 0.452
O 0.119 -0.507 1.581
O -0.235 1.567 0.328
C -2.248 -0.122 0.506
C -2.804 -0.927 1.479
C -4.172 -1.133 1.488
C -4.969 -0.529 0.520
C -4.396 0.279 -0.472
C -3.028 0.477 -0.466
C -5.306 0.857 -1.515
C -6.653 1.214 -0.893
C -7.254 0.040 -0.152
O -8.436 -0.204 -0.095
N -6.341 -0.730 0.515
C 4.343 -1.250 -0.826
H 3.652 4.870 0.028
H 2.683 4.277 1.382
H 1.911 5.194 0.082
H 2.398 3.346 -1.526
H 1.440 2.745 -0.154
H 5.415 0.612 -0.811
H 5.851 0.366 1.436
H 4.212 0.955 1.688
H 4.312 -1.090 2.909
H 5.187 -1.927 1.631
H 2.825 -2.629 1.718
H 2.297 -0.947 1.499
H 0.727 -3.800 -0.454
H 0.843 -2.467 0.721
H -1.192 -2.249 -0.692
H -0.161 -2.243 -2.148
H 0.745 -0.154 -1.390
H -2.158 -1.375 2.218
H -4.627 -1.758 2.242
H -2.546 1.093 -1.208
H -4.852 1.738 -1.970
H -5.457 0.114 -2.305
H -7.365 1.553 -1.645
H -6.523 2.020 -0.164
H -6.717 -1.456 1.112
H 5.243 -1.850 -0.659
H 4.129 -1.236 -1.898
*
```

## Properties
- Orbital gap: 9.5 eV
- SMILES string: CCOC(=O)[C@H]1CCCN(C(=O)CCNS(=O)(=O)c2ccc3c(c2)CCC(=O)N3)C1

Want to see where the charge sits? The Mulliken charges in e are:
1 C -1.40
2 C 0.38
3 O -0.27
4 C 0.20
5 O -0.78
6 C 0.47
7 C -0.73
8 C -1.13
9 C -0.43
10 N 0.18
11 C 0.48
12 O -0.72
13 C -0.39
14 C -0.95
15 N -0.18
16 S 1.80
17 O -0.78
18 O -0.89
19 C -0.58
20 C -0.41
21 C -1.10
22 C 0.56
23 C 0.59
24 C -0.63
25 C -0.73
26 C -0.70
27 C 0.41
28 O -0.63
29 N -0.12
30 C -1.39
31 H 0.36
32 H 0.33
33 H 0.41
34 H 0.28
35 H 0.00
36 H 0.51
37 H 0.29
38 H 0.32
39 H 0.44
40 H 0.39
41 H 0.68
42 H 0.16
43 H 0.38
44 H 0.32
45 H 0.39
46 H 0.47
47 H 0.44
48 H 0.55
49 H 0.36
50 H 0.45
51 H 0.39
52 H 0.27
53 H 0.34
54 H 0.30
55 H 0.20
56 H 0.37
57 H 0.49

***

What is the stability order? It is x, w, from most stable to least stable.

***

--- w ---
The following is a DFT calculation (the ωB97M-V functional and the def2-TZVPD basis) of a 2-piece molecular cluster, C4H12N2O2 overall.

The geometry in ORCA input format:
```
! RIJCOSX wB97M-V def2-TZVPD def2/J DEFGRID3
* xyz 1 2
C -0.740 -0.934 1.232
C 0.686 -1.461 0.720
C 1.528 -0.341 0.142
C 0.680 0.606 -0.635
N 0.470 0.186 -1.935
O 0.038 1.523 -0.152
N -0.514 0.097 2.211
H -1.297 -0.645 0.344
H -1.345 -1.660 1.773
H 0.450 -2.151 -0.093
H 1.096 -1.901 1.616
H 2.430 -0.696 -0.351
H 1.972 0.247 0.969
H -0.379 0.473 -2.409
H 1.139 -0.389 -2.422
H -1.324 0.146 2.841
H -0.380 1.043 1.814
H -1.977 1.330 -1.853
H -0.945 2.421 -1.578
O -1.588 2.107 -2.234
*
```

## Properties
- <S²>: 0.75
- Orbital gap (alpha / beta): 11.0 / 5.4 eV

Want to see where the charge sits? The Mulliken charges in e are:
1 C -0.51
2 C -0.48
3 C -0.84
4 C 0.64
5 N -0.24
6 O -0.72
7 N -0.13
8 H 0.28
9 H 0.47
10 H 0.31
11 H 0.35
12 H 0.46
13 H 0.31
14 H 0.18
15 H 0.24
16 H 0.36
17 H 0.32
18 H 0.29
19 H 0.38
20 O -0.68

***

--- x ---
The following is a DFT calculation (the ωB97M-V functional and the def2-TZVPD basis) of a 2-piece molecular cluster, C4H12N2O2 overall.

The geometry in ORCA input format:
```
! RIJCOSX wB97M-V def2-TZVPD def2/J DEFGRID3
* xyz 1 2
N 0.635 0.751 -1.837
C 1.276 0.992 -0.467
C -0.024 1.258 0.430
N -0.841 0.051 0.140
C -1.300 -1.008 1.078
C -1.788 -0.631 2.434
O -0.927 -0.284 3.212
H 1.390 0.787 -2.554
H 0.044 1.597 -2.125
H 2.054 1.738 -0.305
H 1.768 0.095 -0.083
H -0.407 2.271 0.001
H 0.183 1.471 1.549
H -1.746 0.323 -0.204
H -2.152 -1.472 0.582
H -0.507 -1.742 1.279
H -2.789 -0.511 2.709
H 1.546 -2.516 -1.707
H 1.535 -1.192 -1.995
O 2.048 -1.978 -2.138
*
```

## Properties
- <S²>: 0.76
- Orbital gap (alpha / beta): 10.3 / 6.0 eV

Want to see where the charge sits? The Mulliken charges in e are:
1 N -0.60
2 C -0.52
3 C -0.47
4 N 0.06
5 C -0.45
6 C -0.07
7 O -0.35
8 H 0.30
9 H 0.26
10 H 0.39
11 H 0.30
12 H 0.33
13 H 0.34
14 H 0.33
15 H 0.38
16 H 0.29
17 H 0.44
18 H 0.28
19 H 0.32
20 O -0.56

***

What is the stability order? It is w, x, from most stable to least stable.